Entry 1:
A cluster of 8 separate species, C36H72O16 in total at a distorted geometry, computed with ωB97M-V/def2-TZVPD.

strongest force on any atom	0.0793	hartree/bohr
SMILES string	Oc1ccc(O)cc1.Oc1ccc(O)cc1.COCCOC.COCCOC.COCCOC.COCCOC.COCCOC.COCCOC
relative energy (zero: lowest compared OMol25 entry of this formula, charge and spin)	332.0	kcal/mol
gap between HOMO and LUMO	8.53	eV

CARTESIAN COORDINATES (ANGSTROEM)
O  6.81  -4.99  1.65
O  -10.90  -2.05  -1.48
O  -0.74  11.48  0.46
O  -2.34  -0.47  0.84
O  -3.65  -7.31  -0.67
O  1.26  2.99  9.60
O  1.37  -4.73  -4.63
O  4.17  -2.74  2.62
O  0.71  0.91  -0.71
O  4.61  5.09  5.78
O  -8.00  -2.07  -2.18
O  2.94  -6.57  -6.18
O  4.80  3.98  -4.09
O  5.71  6.70  -1.81
O  -7.24  -7.73  -2.12
O  1.54  7.38  3.29
C  5.33  -3.40  2.79
C  3.65  -2.02  3.72
C  -11.70  -0.89  -1.89
C  1.99  3.59  8.63
C  -10.25  -2.60  -2.60
C  -0.78  0.72  -0.69
C  8.03  -4.26  1.29
C  2.81  3.65  6.34
C  0.12  8.22  1.67
C  3.49  -6.01  -5.00
C  2.03  3.07  7.37
C  1.38  -3.35  -4.29
C  1.10  1.80  0.33
C  -8.61  -7.89  -1.58
C  -0.23  10.62  1.31
C  3.67  4.67  6.66
C  2.81  4.67  8.95
C  4.75  6.72  -0.80
C  3.75  3.01  -4.44
C  3.79  -7.13  -7.16
C  0.60  10.91  2.39
C  5.76  5.53  -2.58
C  1.29  9.80  3.05
C  -6.72  -1.52  -2.49
C  2.30  -5.61  -4.11
C  5.60  -4.30  1.60
C  -4.76  -7.57  -1.61
C  -6.21  -7.72  -1.06
C  -9.09  -1.69  -3.08
C  -3.87  -5.98  -0.06
C  -0.45  9.34  0.98
C  -1.13  -0.62  0.09
C  4.49  4.97  -3.15
C  0.95  8.46  2.75
C  3.63  5.22  7.96
C  -2.15  0.23  2.03
H  8.84  -4.90  1.64
H  -4.84  -6.68  -2.23
H  2.61  -5.29  -3.12
H  -4.00  -5.24  -0.85
H  5.19  -4.01  3.68
H  -3.05  0.65  2.48
H  2.93  -2.53  4.36
H  4.23  6.09  8.12
H  4.86  7.63  -0.21
H  -8.80  -2.04  -4.08
H  4.24  2.04  -4.49
H  4.24  -6.67  -4.56
H  -9.12  -7.45  -2.45
H  -9.79  -3.55  -2.32
H  -1.01  0.66  -1.75
H  -11.03  -2.86  -3.32
H  2.03  10.06  3.80
H  2.35  7.77  3.64
H  -6.51  -1.98  -3.45
H  -6.42  -8.63  -0.50
H  6.56  5.65  -3.32
H  2.36  -2.93  -4.48
H  -2.98  -5.54  0.39
H  4.77  -4.99  1.44
H  -12.54  -1.12  -2.53
H  -1.46  -1.38  -0.62
H  3.26  -7.67  -7.94
H  2.91  3.13  -3.76
H  4.74  5.85  -0.15
H  3.13  -1.12  3.39
H  6.23  -2.79  2.90
H  8.33  -4.05  0.26
H  -4.66  -5.99  0.69
H  -12.27  -0.55  -1.02
H  1.01  2.88  0.17
H  0.92  1.41  1.33
H  -6.81  -0.44  -2.38
H  -1.04  12.20  1.02
H  2.82  3.22  5.35
H  -6.26  -1.99  -1.62
H  4.01  -5.11  -5.31
H  1.77  -6.56  -4.06
H  5.58  -3.63  0.73
H  8.17  -3.35  1.87
H  -6.48  -6.80  -0.52
H  -0.98  9.09  0.07
H  -4.55  -8.41  -2.27
H  -9.19  -0.61  -3.23
H  4.42  -1.53  4.31
H  2.18  1.94  0.24
H  -1.46  1.05  1.83
H  1.39  3.49  10.41
H  -1.28  1.67  -0.47
H  0.90  11.91  2.68
H  -8.84  -7.17  -0.79
H  2.85  4.94  10.00
H  -1.55  -0.30  2.77
H  0.66  -2.79  -4.88
H  4.35  -6.31  -7.61
H  1.27  -3.27  -3.20
H  3.54  3.23  -5.49
H  -8.82  -8.93  -1.34
H  -0.31  -1.04  0.68
H  1.51  2.13  7.23
H  -11.12  -0.04  -2.24
H  3.99  5.72  -3.76
H  3.83  4.65  -2.35
H  5.33  5.55  6.22
H  3.81  6.93  -1.32
H  4.42  -7.88  -6.70
H  -0.19  7.25  1.33
H  6.40  4.85  -2.01

Atom charges from the Mulliken analysis, given in e for atoms 1 to 99:
1 O -0.371
2 O -0.342
3 O -0.513
4 O -0.353
5 O -0.386
6 O -0.517
7 O -0.324
8 O -0.288
9 O -0.376
10 O -0.521
11 O -0.282
12 O -0.270
13 O -0.377
14 O -0.402
15 O -0.362
16 O -0.439
17 C -0.304
18 C -0.756
19 C -0.740
20 C 0.693
21 C -0.465
22 C -0.485
23 C -0.740
24 C -0.607
25 C -0.582
26 C -0.440
27 C -0.431
28 C -0.687
29 C -0.753
30 C -0.713
31 C 0.366
32 C 0.581
33 C -0.540
34 C -0.691
35 C -0.607
36 C -0.738
37 C -0.495
38 C -0.614
39 C -0.588
40 C -0.738
41 C -0.542
42 C -0.466
43 C -0.511
44 C -0.207
45 C -0.396
46 C -0.705
47 C -0.232
48 C -0.302
49 C -0.126
50 C 0.452
51 C -0.568
52 C -0.715
53 H 0.276
54 H 0.325
55 H 0.412
56 H 0.279
57 H 0.305
58 H 0.283
59 H 0.290
60 H 0.298
61 H 0.255
62 H 0.318
63 H 0.211
64 H 0.392
65 H 0.246
66 H 0.220
67 H 0.317
68 H 0.404
69 H 0.322
70 H 0.276
71 H 0.321
72 H 0.247
73 H 0.351
74 H 0.313
75 H 0.299
76 H 0.321
77 H 0.313
78 H 0.180
79 H 0.235
80 H 0.311
81 H 0.310
82 H 0.229
83 H 0.261
84 H 0.291
85 H 0.270
86 H 0.287
87 H 0.275
88 H 0.267
89 H 0.268
90 H 0.324
91 H 0.437
92 H 0.235
93 H 0.287
94 H 0.246
95 H 0.315
96 H 0.298
97 H 0.261
98 H 0.337
99 H 0.344

---

Entry 2:
The molecule C4H5N3, computed with ωB97M-V/def2-TZVPD.

strongest force on any atom	0.0080	hartree/bohr
SMILES string	Nc1cncnc1
relative energy (zero: lowest compared OMol25 entry of this formula, charge and spin)	13.4	kcal/mol
gap between HOMO and LUMO	9.58	eV

CARTESIAN COORDINATES (ANGSTROEM)
N  1.48  1.13  -0.09
N  1.43  -1.24  0.00
N  -2.00  0.10  0.20
C  0.10  -1.21  0.04
C  2.06  -0.06  -0.04
C  0.15  1.15  -0.05
C  -0.63  -0.01  0.05
H  -0.41  -2.18  0.05
H  3.15  -0.07  -0.03
H  -2.42  0.96  -0.11
H  -2.58  -0.71  0.07
H  -0.33  2.13  -0.09

In elementary charge units, the Mulliken charges are:
1 N -0.558
2 N -0.556
3 N -0.500
4 C -0.224
5 C -0.094
6 C -0.178
7 C 0.717
8 H 0.318
9 H 0.356
10 H 0.209
11 H 0.212
12 H 0.298

---

Entry 3:
A cluster of 2 separate species, C3H7N2S2 in total at a distorted geometry, computed with ωB97M-V/def2-TZVPD.

strongest force on any atom	0.0682	hartree/bohr
relative energy (zero: lowest compared OMol25 entry of this formula, charge and spin)	29.7	kcal/mol
gap between HOMO and LUMO	8.86	eV
total charge	+1

CARTESIAN COORDINATES (ANGSTROEM)
S  2.72  0.74  0.11
S  0.55  0.99  0.00
N  -1.74  2.01  0.08
N  -1.13  -0.98  -0.12
C  2.52  -0.94  0.13
C  0.16  -0.67  0.08
C  1.33  -1.54  -0.04
H  -1.44  -1.90  -0.26
H  3.48  -1.51  -0.08
H  -2.21  1.94  -0.84
H  -2.53  1.76  0.63
H  1.41  -2.55  0.14
H  -1.93  -0.23  0.00
H  -1.18  2.90  0.17

In elementary charge units, the Mulliken charges are:
1 S -0.044
2 S 0.157
3 N -0.818
4 N -0.333
5 C -0.080
6 C 0.699
7 C -0.542
8 H 0.209
9 H 0.339
10 H 0.289
11 H 0.250
12 H 0.346
13 H 0.252
14 H 0.275

---

| no. | calculated total energy (eV) |
| --- | --- |
| 1 | -71245.3608 |
| 2 | -8699.2322 |
| 3 | -27867.6051 |